1.
48
Properties=species:S:1:pos:R:3:forces:R:3:mulliken_spin:R:1 method="wB97M-V/def2-TZVPD" orbital_gap_ev="6.39 / 5.99" total_charge=-2 homo_ha="-0.063 / -0.062" max_force_ha_per_bohr=0.008 s2=0.758 e_tot_ev=-234177.131 spin_multiplicity=2
Cu -0.852 0.827 -0.137 -0.16 0.33 -0.06 0.4190
O -0.193 3.153 3.399 0.06 -0.02 -0.03 -0.0005
Cl 0.586 2.484 2.390 -0.03 -0.23 0.13 0.0025
O 1.823 2.000 2.950 -0.12 0.08 -0.01 -0.0003
O -0.185 1.330 1.899 0.20 0.24 0.03 0.0092
O 0.859 3.378 1.293 -0.07 0.03 0.02 0.0015
C 4.889 -3.009 -2.177 0.01 -0.06 -0.03 0.0001
Si 4.027 -2.730 -0.516 0.22 0.00 -0.18 0.0007
C 5.411 -2.406 0.737 0.04 0.03 0.00 0.0000
C 3.293 -4.377 -0.010 -0.21 0.07 0.05 0.0000
C 3.063 -1.129 -0.651 -0.19 -0.07 0.03 -0.0007
C 3.816 0.025 -0.726 0.01 -0.06 0.10 -0.0008
C 3.205 1.273 -0.810 0.07 0.07 -0.07 0.0069
C 1.834 1.300 -0.748 -0.24 -0.02 -0.07 -0.0051
N 1.051 0.211 -0.675 0.39 -0.14 0.00 0.0178
C 1.629 -1.032 -0.707 0.17 0.21 0.10 -0.0030
S 0.675 -2.433 -0.826 -0.09 -0.01 0.00 0.0035
H 5.512 -3.910 -2.147 -0.02 0.05 -0.02 0.0000
H 5.528 -2.159 -2.433 -0.04 -0.03 0.01 0.0000
H 4.153 -3.128 -2.978 0.02 0.00 0.05 0.0000
H 6.047 -3.290 0.849 -0.02 0.04 -0.01 0.0000
H 4.990 -2.161 1.717 0.02 -0.01 -0.04 0.0000
H 6.044 -1.568 0.433 -0.01 -0.06 0.05 0.0000
H 4.099 -5.110 0.117 0.01 0.07 0.01 0.0000
H 2.585 -4.728 -0.760 0.03 0.00 0.03 -0.0001
H 2.740 -4.281 0.927 0.01 -0.04 -0.02 -0.0002
H 4.902 -0.034 -0.699 -0.05 0.02 -0.02 0.0000
H 3.773 2.193 -0.861 -0.04 -0.01 0.01 -0.0001
H 1.312 2.250 -0.742 0.01 -0.02 0.03 0.0044
O -6.600 2.578 0.437 -0.04 -0.12 -0.03 0.0001
C -6.094 1.367 -0.116 0.00 0.06 0.00 0.0010
C -4.558 1.239 -0.072 -0.12 0.08 0.03 -0.0131
C -4.132 1.230 1.399 0.00 -0.03 -0.07 0.0058
O -4.354 2.498 2.028 0.02 0.00 0.06 0.0013
C -3.960 2.413 -0.856 0.26 0.06 0.00 -0.0050
Se -2.111 2.914 -0.417 0.15 -0.35 0.07 0.2296
C -4.218 -0.082 -0.750 0.24 -0.22 -0.02 0.0000
Se -2.380 -0.838 -0.684 -0.36 0.02 -0.11 0.3161
H -5.994 2.804 1.164 0.05 0.05 0.01 -0.0001
H -6.439 1.317 -1.154 -0.01 0.02 -0.02 0.0001
H -6.518 0.506 0.420 -0.04 -0.02 -0.02 -0.0006
H -3.086 0.951 1.488 0.10 -0.03 0.01 -0.0024
H -4.725 0.489 1.942 -0.03 0.03 0.02 0.0012
H -3.579 3.034 1.783 -0.01 0.00 -0.03 -0.0004
H -4.537 3.314 -0.655 -0.04 0.02 -0.02 0.0059
H -4.026 2.204 -1.925 -0.05 -0.04 0.01 -0.0073
H -4.466 0.006 -1.808 -0.11 -0.01 -0.02 -0.0023
H -4.837 -0.883 -0.334 -0.02 0.01 0.03 0.0151



2.
10
Properties=species:S:1:pos:R:3:forces:R:3:lowdin_charge:R:1 method="wB97M-V/def2-TZVPD" orbital_gap_ev="9.20 / 6.52" homo_ha="-0.371 / -0.303" max_force_ha_per_bohr=0.088 e_tot_ev=-10682.425
C 1.448 -0.697 -0.429 2.04 -0.05 -0.52 -0.2563
C 0.173 -0.996 0.007 0.36 2.56 3.69 -0.1584
N 2.563 -0.432 -0.640 -1.02 -0.23 0.03 0.1638
N -0.140 -0.581 1.309 -0.69 0.27 -0.74 0.0682
N -0.769 1.125 -0.958 0.38 -1.25 0.69 -0.2566
O -1.535 1.228 -0.036 -0.39 1.02 -0.55 0.0204
O -0.476 1.832 -1.859 -0.26 0.47 -0.14 0.1027
H -0.625 -1.262 -0.550 -1.91 -1.46 -1.94 0.0689
H -1.168 -0.334 1.479 2.28 -0.55 -0.42 0.1287
H 0.529 0.118 1.679 -0.80 -0.78 -0.10 0.1187



3.
108
Properties=species:S:1:pos:R:3:forces:R:3:mulliken_spin:R:1 method="wB97M-V/def2-TZVPD" orbital_gap_ev="6.15 / 6.06" total_charge=+4 homo_ha="-0.651 / -0.651" max_force_ha_per_bohr=0.022 s2=2.023 e_tot_ev=-96054.620 spin_multiplicity=3
W -0.016 0.731 -0.730 -0.75 -0.39 0.71 1.4899
O -1.655 1.125 0.466 0.23 -0.05 0.26 0.0540
S -0.970 0.152 1.522 -0.06 0.53 -0.71 0.1096
C -2.203 -0.969 2.002 0.07 -0.19 -0.06 0.0243
C -2.371 -1.282 3.348 -0.10 0.01 0.01 -0.0059
C -3.490 -1.988 3.798 0.10 0.05 -0.02 -0.0012
C -4.460 -2.316 2.877 -0.09 -0.04 0.03 -0.0041
C -5.799 -2.971 3.050 0.01 0.01 -0.01 0.0006
C -6.385 -3.079 1.619 0.03 0.02 -0.01 0.0006
C -5.330 -2.489 0.725 -0.06 -0.05 0.05 -0.0032
C -5.268 -2.335 -0.634 0.10 0.05 -0.04 0.0002
C -4.069 -1.856 -1.191 -0.05 -0.15 0.05 -0.0051
C -2.968 -1.464 -0.435 -0.10 0.15 -0.02 0.0436
P -1.405 -1.300 -1.299 0.45 -0.28 0.28 -0.0520
C -0.321 -2.657 -0.783 -0.13 -0.07 -0.19 -0.0356
C -0.730 -3.663 0.090 -0.01 0.00 0.03 0.0120
C 0.087 -4.767 0.302 -0.01 0.02 0.00 0.0037
C 1.300 -4.877 -0.362 0.00 0.02 -0.01 0.0096
C 1.713 -3.878 -1.237 0.00 -0.01 0.04 0.0120
C 0.908 -2.774 -1.442 0.02 0.04 -0.07 0.0403
C -1.690 -1.544 -3.055 0.04 0.23 -0.06 -0.0341
C -1.995 -0.451 -3.876 -0.26 0.06 -0.02 0.0092
C -2.240 -0.642 -5.228 0.02 -0.06 0.09 0.0036
C -2.194 -1.927 -5.758 0.00 0.01 0.00 -0.0004
C -1.922 -3.016 -4.939 0.00 -0.01 0.00 0.0007
C -1.666 -2.834 -3.588 0.09 0.01 -0.06 -0.0053
C -3.083 -1.462 0.987 -0.01 0.07 0.05 0.0032
C -4.241 -2.051 1.510 0.01 -0.03 -0.05 -0.0009
C -0.410 1.106 2.825 0.07 -0.07 0.17 -0.0695
C -1.360 1.593 3.731 0.08 0.07 0.05 -0.0011
C -1.008 2.387 4.817 -0.06 -0.07 -0.08 -0.0009
C 0.329 2.679 4.989 0.06 0.06 0.08 -0.0009
C 1.018 3.450 6.073 0.01 -0.02 -0.01 0.0000
C 2.513 3.460 5.674 -0.02 -0.01 -0.03 -0.0006
C 2.568 2.690 4.385 0.01 0.03 0.06 0.0016
C 3.621 2.387 3.559 -0.03 -0.04 -0.06 0.0037
C 3.348 1.654 2.400 0.04 0.07 0.04 0.0039
C 2.080 1.203 2.033 -0.10 -0.04 0.11 -0.0577
P 2.093 0.219 0.517 0.18 0.41 -0.36 0.1798
C 2.989 -1.277 0.910 -0.24 -0.17 -0.04 -0.0116
C 2.308 -2.193 1.716 -0.01 -0.05 -0.02 -0.0079
C 2.975 -3.293 2.222 0.03 0.03 -0.02 0.0019
C 4.320 -3.483 1.922 -0.02 0.00 0.01 0.0002
C 4.996 -2.572 1.123 -0.02 0.01 -0.01 0.0016
C 4.339 -1.460 0.614 0.04 0.00 0.04 0.0082
C 2.941 1.217 -0.733 0.33 -0.15 -0.04 0.0196
C 3.605 0.576 -1.798 -0.04 0.04 0.06 0.0574
C 4.216 1.328 -2.782 0.00 0.07 -0.04 -0.0034
C 4.162 2.725 -2.737 0.00 -0.07 0.00 0.0069
C 3.489 3.362 -1.711 -0.03 -0.07 0.03 0.0043
C 2.883 2.612 -0.705 -0.06 0.06 0.09 0.0355
C 0.980 1.467 2.902 -0.05 0.01 -0.06 0.0183
C 1.277 2.241 4.041 0.01 -0.04 -0.03 -0.0025
H -1.641 -0.949 4.072 0.02 0.01 0.01 -0.0001
H -3.595 -2.215 4.849 0.00 -0.01 0.03 -0.0002
H -6.429 -2.371 3.710 -0.01 0.00 0.01 -0.0004
H -5.693 -3.944 3.532 0.00 0.00 0.00 -0.0003
H -7.327 -2.538 1.518 0.00 0.01 0.00 -0.0003
H -6.590 -4.112 1.336 -0.01 -0.01 0.01 -0.0004
H -6.082 -2.623 -1.283 -0.02 -0.01 -0.02 -0.0001
H -3.995 -1.842 -2.271 0.00 0.00 0.00 -0.0004
H -1.697 -3.620 0.574 -0.02 0.02 0.00 0.0020
H -0.242 -5.557 0.962 -0.01 -0.02 0.02 0.0003
H 1.919 -5.751 -0.212 0.02 -0.03 0.00 0.0001
H 2.650 -3.977 -1.769 0.02 0.00 -0.02 0.0005
H 1.213 -2.030 -2.176 0.00 -0.02 0.05 -0.0125
H -2.116 0.546 -3.455 0.10 -0.02 0.01 -0.0077
H -2.488 0.199 -5.860 -0.01 0.02 -0.01 0.0003
H -2.384 -2.082 -6.811 -0.02 0.00 -0.02 0.0000
H -1.910 -4.014 -5.355 0.00 -0.02 -0.01 -0.0001
H -1.450 -3.691 -2.963 0.02 0.01 0.01 0.0007
H -2.404 1.349 3.585 -0.02 -0.03 -0.02 -0.0007
H -1.768 2.743 5.498 -0.01 0.00 0.02 0.0000
H 0.851 2.968 7.039 0.00 0.01 0.00 0.0000
H 0.599 4.454 6.160 0.00 0.01 0.00 0.0000
H 3.144 2.987 6.428 0.00 0.00 0.01 0.0002
H 2.899 4.471 5.540 0.00 0.01 0.00 0.0002
H 4.632 2.699 3.776 0.03 0.00 0.01 0.0001
H 4.188 1.428 1.752 0.00 -0.01 -0.02 -0.0009
H 1.256 -2.056 1.948 -0.01 0.01 -0.01 -0.0008
H 2.455 -4.002 2.850 -0.02 -0.02 0.02 0.0003
H 4.844 -4.341 2.319 0.02 -0.02 0.01 -0.0001
H 6.045 -2.717 0.906 0.02 0.00 -0.01 -0.0001
H 4.897 -0.748 0.022 -0.02 0.03 0.01 -0.0006
H 3.661 -0.507 -1.838 0.02 0.00 0.02 0.0007
H 4.762 0.836 -3.577 0.01 -0.01 -0.01 0.0000
H 4.666 3.305 -3.497 0.02 0.03 -0.04 -0.0001
H 3.462 4.442 -1.667 0.00 0.04 0.01 0.0003
H 2.411 3.120 0.130 0.00 0.01 0.00 -0.0073
N 0.700 0.688 -2.833 0.00 -0.30 -0.05 0.0499
C 0.553 1.973 -3.510 0.08 0.07 -0.05 -0.0261
C 1.008 2.223 -4.775 -0.09 0.07 0.02 -0.0069
C 0.821 3.502 -5.346 -0.01 -0.05 0.07 -0.0008
C 0.189 4.491 -4.642 -0.01 -0.07 0.04 0.0003
C -0.279 4.245 -3.326 0.05 -0.01 -0.06 0.0007
C -0.909 5.217 -2.521 -0.02 0.03 0.00 0.0022
C -1.287 4.903 -1.238 0.01 -0.06 0.02 -0.0025
C -1.065 3.617 -0.753 -0.09 0.02 0.01 0.0147
N -0.494 2.656 -1.489 0.12 0.08 -0.24 0.0561
C -0.088 2.969 -2.770 0.05 -0.06 0.01 0.0447
H 1.671 0.374 -2.925 -0.06 0.10 0.07 0.0344
H 0.120 -0.008 -3.325 0.12 0.10 0.00 0.0034
H 1.508 1.448 -5.344 0.02 -0.02 -0.02 -0.0003
H 1.180 3.691 -6.347 0.00 0.00 -0.02 0.0000
H 0.044 5.471 -5.078 0.00 0.02 -0.01 0.0000
H -1.091 6.207 -2.923 0.02 0.02 0.01 0.0000
H -1.763 5.631 -0.598 -0.02 0.01 0.01 0.0000
H -1.372 3.342 0.247 0.00 0.03 -0.04 0.0016